Entry from OMol25: C7H10FINO3P as an isolated structure at a distorted geometry (ωB97M-V/def2-TZVPD).

For the HOMO energy, the calculation gives -0.232 hartree.

The geometry in ORCA input format:
```
! RIJCOSX wB97M-V def2-TZVPD def2/J DEFGRID3
* xyz 0 1
C 1.13 -1.27 2.76
C 1.56 -0.70 1.52
P 1.59 -0.20 -0.36
O 3.06 -0.95 -1.00
C 0.13 -0.91 -1.36
C -1.16 -1.40 -0.48
C -2.49 -0.43 -0.64
N -2.98 0.41 0.52
O -3.17 -0.43 -1.82
C 1.83 1.69 -0.56
C 0.59 2.61 0.00
O 0.59 3.94 -0.30
F -0.52 2.14 0.87
H 0.79 -1.96 3.67
H 3.69 -0.94 -0.19
H -0.18 -0.18 -2.25
H 0.55 -1.89 -1.91
H -1.48 -2.47 -0.88
H -0.97 -1.50 0.67
H -3.06 1.42 0.23
H -2.34 0.35 1.36
H 1.93 1.93 -1.73
H 2.80 2.03 0.03
I -1.87 -1.29 1.87
*
```

=====

Entry from OMol25: the molecule C5H12S2 at a distorted geometry (ωB97M-V/def2-TZVPD).

For the HOMO energy, the calculation gives -0.312 hartree.

The geometry in ORCA input format:
```
! RIJCOSX wB97M-V def2-TZVPD def2/J DEFGRID3
* xyz 0 1
S -0.83 0.81 1.03
S -0.26 -1.85 -0.33
C 0.41 0.30 2.29
C -1.49 -0.82 0.41
C -0.87 -0.36 -4.19
C -0.19 -0.73 -1.72
C -1.12 -1.23 -2.90
H 1.00 1.21 2.70
H -0.12 -0.24 3.08
H 1.12 -0.52 1.87
H -2.24 -0.72 -0.37
H -2.03 -1.37 1.19
H -1.86 -0.17 -4.69
H -0.18 -0.83 -4.88
H -0.29 0.55 -4.00
H 0.82 -0.60 -2.11
H -0.67 0.21 -1.48
H -0.93 -2.28 -3.11
H -2.18 -1.05 -2.55
*
```

=====

Entry from OMol25: a 2-piece molecular cluster, C6H15O overall at a distorted geometry (ωB97M-V/def2-TZVPD).

For the HOMO energy, the calculation gives -0.095 hartree.

The geometry in ORCA input format:
```
! RIJCOSX wB97M-V def2-TZVPD def2/J DEFGRID3
* xyz -1 1
C -1.26 -0.62 -2.10
C -2.12 0.54 -1.59
C -2.54 0.33 -0.13
H -0.34 -0.64 -1.45
H -1.01 -0.48 -3.15
H -1.74 -1.57 -2.01
H -3.10 0.69 -2.18
H -1.51 1.51 -1.61
H -3.02 1.18 0.28
H -3.21 -0.54 -0.05
H -1.61 0.21 0.54
C 1.34 0.94 0.99
O 0.36 0.55 0.11
C 2.44 -0.11 1.08
C 1.91 -1.45 1.58
H 0.87 1.05 2.03
H 1.83 1.94 0.75
H 3.31 0.12 1.70
H 2.81 -0.23 0.07
H 2.60 -2.28 1.49
H 1.00 -1.78 1.01
H 1.64 -1.41 2.62
*
```

=====

Entry from OMol25: C38H29Cl2IrN2O5S as an isolated structure (ωB97M-V/def2-TZVPD).

Its expectation value of S² is 8.798. For the HOMO energy (spin up / spin down), the calculation gives -0.358 / -0.402 hartree.

The geometry in ORCA input format:
```
! RIJCOSX wB97M-V def2-TZVPD def2/J DEFGRID3
* xyz 1 6
Ir 1.36 0.89 0.50
C 0.83 3.98 -4.18
C -0.26 3.84 -3.16
C -1.57 4.24 -3.41
C -2.52 4.07 -2.42
C -2.17 3.54 -1.19
C -3.21 3.33 -0.11
C -2.79 3.92 1.21
C -1.84 3.26 1.85
C -1.23 2.09 1.13
S -0.06 1.20 2.21
C -0.82 3.18 -1.05
N 0.09 3.31 -1.99
H 0.44 4.34 -5.13
H 1.33 3.03 -4.33
H 1.58 4.69 -3.82
H -1.84 4.65 -4.37
H -3.55 4.36 -2.60
H -4.17 3.70 -0.44
H -3.26 4.82 1.58
H -1.43 3.56 2.81
O -0.60 -0.18 -0.50
C -2.03 -0.06 -0.28
C -2.26 1.27 0.43
O -3.40 1.90 0.08
O -0.30 2.61 0.09
C -2.70 0.00 -1.66
C -1.98 0.42 -2.77
C -2.60 0.54 -4.01
C -3.95 0.24 -4.14
C -4.68 -0.17 -3.03
C -4.06 -0.29 -1.80
C -2.52 -1.26 0.52
C -3.00 -1.14 1.81
C -3.49 -2.25 2.49
C -3.49 -3.49 1.88
C -3.00 -3.63 0.59
C -2.52 -2.52 -0.09
H -0.39 -1.11 -0.66
H -0.93 0.67 -2.67
H -2.03 0.86 -4.86
H -4.43 0.33 -5.10
H -5.73 -0.41 -3.13
H -4.63 -0.61 -0.94
H -3.02 -0.16 2.28
H -3.89 -2.13 3.49
H -3.89 -4.35 2.41
H -3.00 -4.60 0.11
H -2.18 -2.62 -1.11
Cl 1.11 -3.66 0.07
C 1.12 -2.95 1.64
C 0.02 -3.07 2.46
C 0.04 -2.45 3.70
C 1.12 -1.68 4.10
C 2.22 -1.55 3.27
Cl 3.45 -0.43 3.71
C 2.26 -2.23 2.04
N 3.30 -2.07 1.11
C 4.61 -2.06 1.35
C 5.14 -2.70 2.50
C 6.48 -2.69 2.74
C 7.33 -2.02 1.85
C 6.83 -1.39 0.71
C 5.49 -1.40 0.41
C 4.96 -0.71 -0.82
C 3.77 0.18 -0.48
O 2.60 -0.28 -0.81
O 3.90 1.21 0.16
H -0.84 -3.63 2.13
H -0.83 -2.54 4.35
H 1.10 -1.14 5.04
H 2.97 -1.78 0.18
H 4.45 -3.22 3.16
H 6.89 -3.19 3.61
H 8.40 -1.99 2.04
H 7.51 -0.87 0.04
H 4.65 -1.44 -1.57
H 5.75 -0.10 -1.25
*
```

=====

Entry from OMol25: a 11-piece molecular cluster, C37H66F8O12S9 overall at a distorted geometry (ωB97M-V/def2-TZVPD).

For the HOMO energy, the calculation gives -0.291 hartree.

The geometry in ORCA input format:
```
! RIJCOSX wB97M-V def2-TZVPD def2/J DEFGRID3
* xyz 0 1
C 14.12 -21.55 23.54
C 14.53 -23.03 23.52
C 15.38 -23.25 24.79
F 16.03 -24.45 24.77
F 16.31 -22.30 25.07
F 13.53 -23.91 23.57
F 15.13 -23.20 22.31
O 13.18 -21.27 24.54
C 11.90 -20.87 24.14
C 11.07 -20.44 25.37
F 11.76 -19.74 26.31
F 10.03 -19.62 25.04
F 12.02 -19.87 23.23
F 11.28 -21.88 23.53
H 13.75 -21.25 22.55
H 15.00 -20.91 23.64
H 14.74 -23.32 25.67
H 10.53 -21.25 25.86
C 8.51 -32.25 26.66
S 8.15 -32.65 28.39
O 7.06 -33.70 28.34
C 9.75 -33.52 28.63
H 8.94 -33.08 26.12
H 9.26 -31.46 26.85
H 7.74 -31.65 26.17
H 10.58 -32.97 28.19
H 9.72 -34.49 28.13
H 9.89 -33.82 29.66
C 9.31 -25.61 26.51
S 10.22 -24.03 26.38
O 9.60 -23.20 25.30
C 9.85 -23.34 28.02
H 8.26 -25.31 26.49
H 9.62 -26.17 27.39
H 9.51 -26.16 25.60
H 10.35 -22.39 28.21
H 10.15 -24.04 28.79
H 8.78 -23.15 28.08
C 21.66 -26.50 19.46
S 21.31 -28.29 19.29
O 22.36 -29.10 20.00
C 19.80 -28.36 20.35
H 22.26 -26.20 18.60
H 22.03 -26.19 20.42
H 20.77 -25.90 19.24
H 19.20 -29.25 20.12
H 19.14 -27.50 20.29
H 20.02 -28.52 21.41
C 16.47 -33.96 21.82
S 16.23 -35.02 20.40
O 15.99 -34.19 19.16
C 17.94 -35.65 20.28
H 16.49 -34.48 22.78
H 15.72 -33.17 21.91
H 17.47 -33.53 21.90
H 18.27 -35.85 21.30
H 18.64 -35.02 19.73
H 17.89 -36.59 19.74
C 15.35 -24.84 19.51
S 16.21 -26.16 18.63
O 15.34 -26.62 17.51
C 17.45 -25.12 17.83
H 14.52 -25.34 20.00
H 15.06 -23.97 18.92
H 15.96 -24.41 20.30
H 16.94 -24.61 17.01
H 18.19 -25.72 17.29
H 17.88 -24.29 18.39
C 4.59 -25.16 23.28
S 6.20 -24.83 24.09
O 6.29 -25.72 25.31
C 7.24 -25.66 22.86
H 4.43 -26.24 23.19
H 4.55 -24.76 22.27
H 3.78 -24.85 23.94
H 7.12 -25.23 21.87
H 7.18 -26.74 22.92
H 8.25 -25.49 23.25
C 18.85 -22.97 22.19
S 19.44 -24.61 22.76
O 19.57 -25.47 21.55
C 21.14 -24.05 23.15
H 18.46 -22.28 22.94
H 17.95 -23.17 21.59
H 19.47 -22.56 21.39
H 21.44 -23.25 22.48
H 21.84 -24.88 23.13
H 21.18 -23.65 24.17
C 9.67 -26.19 17.29
S 8.64 -26.38 18.79
O 7.57 -27.30 18.32
C 9.82 -27.43 19.73
H 9.75 -27.19 16.87
H 10.67 -25.80 17.46
H 9.10 -25.59 16.59
H 9.97 -28.37 19.19
H 9.59 -27.58 20.78
H 10.83 -27.01 19.77
C 17.35 -31.25 18.36
S 15.99 -30.06 18.67
O 15.64 -29.26 17.45
C 14.63 -31.22 18.72
H 17.55 -31.67 19.34
H 18.23 -30.70 18.01
H 17.01 -31.86 17.53
H 14.70 -31.91 17.88
H 13.67 -30.71 18.68
H 14.76 -31.85 19.60
C 9.87 -30.57 23.31
C 9.62 -29.21 23.49
C 10.60 -28.28 23.16
C 11.87 -28.66 22.72
C 12.12 -30.04 22.57
C 11.09 -30.95 22.79
C 13.50 -30.55 22.34
O 13.71 -31.72 22.10
C 14.59 -29.54 22.24
C 15.89 -29.97 22.01
C 16.93 -29.06 21.97
C 16.72 -27.69 22.05
C 15.37 -27.25 22.06
C 14.33 -28.16 22.20
C 12.93 -27.67 22.41
O 12.66 -26.49 22.37
H 9.06 -31.24 23.56
H 8.66 -28.84 23.82
H 10.35 -27.23 23.19
H 11.34 -32.00 22.72
H 16.14 -31.01 21.88
H 17.88 -29.55 22.16
H 17.53 -26.98 22.02
H 15.29 -26.17 22.01
*
```

=====

Entry from OMol25: the molecule C3H5ClS at a distorted geometry (ωB97M-V/def2-TZVPD).

For the HOMO energy, the calculation gives -0.333 hartree.

The geometry in ORCA input format:
```
! RIJCOSX wB97M-V def2-TZVPD def2/J DEFGRID3
* xyz 0 1
C -1.12 -0.56 0.05
C -0.61 -0.12 1.14
C 0.88 0.78 0.90
S 0.69 1.76 -0.62
Cl -1.13 -0.31 2.68
H -1.79 -1.48 -0.03
H -0.59 -0.15 -0.84
H 1.53 -0.03 0.76
H 0.95 1.36 1.82
H 1.54 0.95 -1.49
*
```

=====

Entry from OMol25: a 7-piece molecular cluster, C49H107N5O7 overall at a distorted geometry (ωB97M-V/def2-TZVPD).

For the HOMO energy, the calculation gives -0.294 hartree.

The geometry in ORCA input format:
```
! RIJCOSX wB97M-V def2-TZVPD def2/J DEFGRID3
* xyz 0 1
C 23.03 19.30 -2.64
C 21.52 19.55 -2.51
C 21.25 20.98 -2.10
C 21.47 21.95 -3.24
C 20.54 21.59 -4.41
C 20.70 20.14 -4.88
N 20.74 19.26 -3.72
O 20.82 17.90 -4.05
C 19.42 19.77 -5.65
C 21.89 19.98 -5.81
C 20.98 18.63 -1.41
H 23.29 18.32 -3.05
H 23.46 19.32 -1.63
H 23.51 20.08 -3.24
H 20.23 21.10 -1.71
H 21.88 21.26 -1.25
H 22.49 21.85 -3.65
H 21.39 23.01 -3.00
H 20.86 22.19 -5.27
H 19.50 21.83 -4.19
H 19.39 20.30 -6.61
H 19.52 18.74 -6.00
H 18.52 19.93 -5.08
H 22.84 20.32 -5.39
H 22.08 18.92 -6.03
H 21.75 20.43 -6.79
H 19.90 18.64 -1.37
H 21.34 18.99 -0.43
H 21.37 17.61 -1.47
H 21.71 17.70 -4.39
C 23.78 13.03 -8.11
C 23.65 14.00 -6.94
C 23.74 15.45 -7.42
C 22.49 15.98 -8.11
C 21.31 15.79 -7.19
C 21.12 14.35 -6.70
N 22.38 13.84 -6.20
O 22.17 12.47 -5.83
C 20.13 14.41 -5.52
C 20.47 13.56 -7.85
C 24.78 13.78 -5.93
H 23.54 12.03 -7.77
H 24.78 12.99 -8.55
H 23.07 13.27 -8.90
H 24.00 16.15 -6.61
H 24.61 15.49 -8.09
H 22.35 15.50 -9.08
H 22.67 17.04 -8.32
H 20.38 16.10 -7.67
H 21.41 16.47 -6.33
H 20.29 15.29 -4.90
H 19.10 14.46 -5.88
H 20.22 13.50 -4.93
H 21.02 13.64 -8.79
H 20.32 12.50 -7.62
H 19.48 13.97 -8.06
H 24.60 14.38 -5.03
H 25.72 14.14 -6.33
H 24.86 12.73 -5.64
H 22.93 12.29 -5.26
C 15.36 18.15 -0.08
C 15.53 19.66 0.13
C 14.50 20.09 1.18
C 14.67 21.52 1.66
C 16.09 21.76 2.15
C 17.23 21.22 1.25
N 16.83 19.92 0.70
O 17.86 19.48 -0.18
C 17.53 22.26 0.14
C 18.45 20.98 2.12
C 15.23 20.39 -1.19
H 15.88 17.86 -1.00
H 14.33 17.84 -0.22
H 15.86 17.61 0.72
H 13.48 19.83 0.86
H 14.64 19.46 2.07
H 13.97 21.67 2.48
H 14.43 22.22 0.85
H 16.23 21.37 3.16
H 16.23 22.84 2.22
H 18.33 22.92 0.47
H 17.83 21.81 -0.80
H 16.67 22.90 -0.06
H 18.23 20.20 2.86
H 19.32 20.67 1.54
H 18.72 21.88 2.68
H 16.10 20.27 -1.85
H 15.07 21.46 -1.06
H 14.39 19.95 -1.73
H 18.16 18.64 0.19
C 18.71 6.53 1.03
C 18.86 7.39 -0.22
C 17.59 7.27 -1.07
C 16.41 8.04 -0.49
C 16.83 9.51 -0.37
C 18.05 9.71 0.55
N 19.09 8.81 0.06
O 20.28 9.00 0.81
C 18.54 11.13 0.31
C 17.67 9.59 2.03
C 20.04 6.87 -1.04
H 17.86 6.81 1.65
H 19.60 6.58 1.66
H 18.50 5.49 0.76
H 17.77 7.64 -2.09
H 17.36 6.22 -1.25
H 16.00 7.61 0.42
H 15.62 8.07 -1.25
H 16.00 10.11 0.00
H 17.13 9.89 -1.35
H 17.73 11.87 0.34
H 19.23 11.47 1.09
H 19.00 11.19 -0.68
H 17.56 8.55 2.32
H 18.48 9.98 2.66
H 16.74 10.11 2.24
H 19.98 5.78 -1.14
H 21.00 7.10 -0.57
H 20.04 7.29 -2.05
H 20.90 9.38 0.18
C 22.33 15.65 4.37
C 21.26 14.67 3.87
C 20.44 14.17 5.06
C 19.16 14.97 5.36
C 18.36 15.16 4.10
C 19.14 15.87 3.00
N 20.43 15.25 2.85
O 21.12 15.57 1.66
C 18.36 15.71 1.70
C 19.22 17.38 3.31
C 21.98 13.43 3.31
H 22.92 16.02 3.53
H 22.95 15.27 5.19
H 21.82 16.55 4.74
H 20.21 13.10 5.02
H 21.06 14.23 5.96
H 19.44 15.91 5.85
H 18.57 14.40 6.09
H 17.42 15.68 4.29
H 18.05 14.17 3.74
H 18.96 16.02 0.84
H 18.07 14.68 1.48
H 17.41 16.26 1.67
H 20.10 17.67 3.89
H 19.30 17.96 2.38
H 18.35 17.78 3.82
H 22.62 13.67 2.45
H 21.24 12.69 2.99
H 22.58 12.97 4.09
H 21.18 14.73 1.21
C 17.48 14.97 -1.81
C 18.36 16.21 -1.85
O 18.43 16.73 -3.16
H 16.45 15.32 -1.84
H 17.63 14.41 -0.89
H 17.67 14.33 -2.67
H 19.37 16.01 -1.47
H 17.96 16.94 -1.13
H 19.23 17.27 -3.23
C 14.69 17.13 -6.01
C 15.88 17.34 -5.12
O 17.02 16.72 -5.72
H 13.85 17.64 -5.55
H 14.51 16.07 -6.13
H 14.86 17.59 -6.99
H 15.70 16.93 -4.12
H 16.08 18.41 -4.96
H 17.71 16.70 -5.05
*
```

=====

Entry from OMol25: the molecule C3H4N2O (ωB97M-V/def2-TZVPD).

For the HOMO energy, the calculation gives -0.291 hartree.

The geometry in ORCA input format:
```
! RIJCOSX wB97M-V def2-TZVPD def2/J DEFGRID3
* xyz 0 1
O -0.44 1.84 1.44
C 0.11 0.79 0.80
C 1.83 -0.99 -0.87
N 0.60 -1.19 -1.02
C -0.58 -0.78 -0.88
N -0.85 0.29 0.01
H 0.25 2.19 2.02
H 2.27 -1.62 -0.08
H -1.42 -1.23 -1.40
H -1.78 0.68 -0.01
*
```